1.
The following is a DFT calculation (ωB97M-V with the def2-TZVPD basis set) of a structure of composition C25H37Al2Br2Cl4F4O8 at a distorted geometry.

The calculation puts the strongest force on any atom at 4.1 eV/A. Its total energy is -257114.8263 eV. Its lowest unoccupied orbital energy is -8.6851 eV.

Structure (ORCA input):
```
! wB97M-V def2-TZVPD RIJCOSX def2/J DEFGRID3
* xyz 1 1
C 5.401 -1.810 0.810
C 4.828 -0.729 0.916
C 3.951 0.506 1.315
C 2.359 0.230 1.117
C 1.771 1.465 0.245
C 0.241 1.296 -0.136
C -0.671 1.153 1.201
C -1.738 0.008 1.071
C -1.426 -1.462 1.276
C -2.422 -2.561 1.112
C -3.830 -2.221 0.720
C -4.193 -0.788 0.552
C -3.185 0.335 0.718
C -3.732 1.798 0.505
O -0.057 0.143 -0.945
C 1.007 -0.196 -1.792
O 1.255 0.280 -2.858
H 5.766 -2.864 0.656
H 4.193 0.813 2.381
H 4.258 1.388 0.671
H 2.279 -0.756 0.574
H 1.937 0.203 2.165
H 2.451 1.729 -0.631
H 1.792 2.479 0.966
H -0.141 2.244 -0.640
H -1.233 2.135 1.328
H -0.037 1.062 2.139
H -0.352 -1.698 1.546
H -2.092 -3.629 1.260
H -4.604 -3.017 0.554
H -5.254 -0.534 0.258
H -3.219 2.461 1.273
H -3.623 2.187 -0.547
H -4.822 1.771 0.833
H 1.686 -1.040 -1.430
C 6.582 -5.789 2.147
Cl 6.147 -4.409 3.167
Cl 5.865 -5.639 0.536
H 7.663 -5.832 2.050
H 6.218 -6.701 2.612
C 9.007 -10.445 1.831
C 7.933 -9.358 1.893
O 8.426 -8.143 1.372
H 9.890 -10.148 2.395
H 8.621 -11.400 2.247
H 9.329 -10.616 0.805
H 7.629 -9.180 2.932
H 7.045 -9.654 1.316
H 8.685 -8.303 0.453
C 5.008 -0.336 -2.921
O 4.337 0.712 -3.098
O 4.224 -1.375 -2.508
O 6.216 -0.544 -3.060
H 3.406 -0.834 -2.527
Al 6.287 -0.609 2.719
Br 4.455 -2.086 4.428
C -7.741 3.632 -3.129
C -7.135 4.942 -2.647
O -7.671 5.400 -1.408
C -7.193 4.840 -0.191
O -5.894 4.878 -0.122
C -7.799 3.408 0.120
F -9.079 3.347 -0.272
F -7.808 3.164 1.437
F -7.168 2.384 -0.462
H -8.815 3.598 -2.938
H -7.564 3.508 -4.198
H -7.284 2.779 -2.632
H -7.405 5.710 -3.373
H -6.043 4.905 -2.642
H -7.740 5.467 0.546
F 10.335 -8.897 0.905
Al 7.155 -12.103 3.396
Br 2.890 2.992 2.177
Cl -6.356 7.914 -4.422
C -6.281 9.462 -3.545
C -5.910 9.282 -2.089
Cl -7.198 8.475 -1.153
H -7.245 9.959 -3.655
H -5.526 10.070 -4.045
H -5.751 10.257 -1.627
H -4.997 8.697 -1.977
*
```

=====

2.
The following is a DFT calculation (ωB97M-V with the def2-TZVPD basis set) of a cluster of 10 separate species, C29H81N7O10 in total at a distorted geometry.

Its structure (SMILES) is COC[C@H](C)N.COC[C@H](C)N.COC[C@H](C)N.NC(N)=O.NC(N)=O.CC(C)O.CC(C)O.CC(C)O.CC(C)O.CC(C)O. The calculation puts the strongest force on any atom at 3.8 eV/A. Its total energy is -62290.8283 eV. Its lowest unoccupied orbital energy is 0.1969 eV.

Structure (ORCA input):
```
! wB97M-V def2-TZVPD RIJCOSX def2/J DEFGRID3
* xyz 0 1
C -1.390 -6.107 0.137
O 0.016 -6.073 -0.128
C 0.821 -5.712 0.997
C 2.235 -5.492 0.549
C 2.875 -6.755 0.033
N 3.067 -4.974 1.672
H -1.598 -7.087 0.575
H -1.908 -6.193 -0.820
H -1.819 -5.251 0.696
H 0.544 -4.793 1.426
H 0.716 -6.530 1.726
H 2.187 -4.704 -0.215
H 3.661 -6.552 -0.715
H 2.108 -7.284 -0.526
H 3.214 -7.378 0.848
H 2.934 -5.611 2.494
H 2.679 -4.106 1.958
C -5.316 3.560 1.706
O -3.965 3.756 2.114
C -3.842 3.112 3.455
C -2.663 3.759 4.157
C -1.307 3.786 3.325
N -2.528 3.047 5.406
H -5.361 3.745 0.627
H -6.005 4.211 2.277
H -5.587 2.462 1.828
H -4.720 3.279 3.993
H -3.685 2.017 3.291
H -3.057 4.774 4.241
H -1.559 3.827 2.254
H -0.765 2.809 3.419
H -0.710 4.670 3.638
H -2.691 3.569 6.286
H -1.553 2.571 5.541
C 2.798 4.136 -1.099
O 1.754 4.075 -2.050
C 0.916 5.188 -2.109
C -0.081 4.993 -3.216
C 0.574 4.717 -4.529
N -0.848 6.234 -3.344
H 3.390 3.220 -1.120
H 2.393 4.363 -0.038
H 3.476 5.003 -1.299
H 0.351 5.176 -1.182
H 1.498 6.094 -2.284
H -0.607 4.083 -2.908
H 1.260 5.542 -4.797
H -0.195 4.556 -5.306
H 1.189 3.789 -4.452
H -1.506 6.149 -4.126
H -1.474 6.387 -2.534
N -1.277 -2.081 -2.912
C -1.173 -3.301 -2.320
N 0.065 -3.958 -2.359
O -2.191 -3.783 -1.743
H -0.625 -1.566 -3.549
H -2.251 -1.756 -3.060
H 0.918 -3.556 -2.746
H 0.223 -4.590 -1.542
N -3.140 6.543 1.229
C -3.819 6.578 0.048
N -3.407 5.614 -0.852
O -4.666 7.384 -0.284
H -3.577 7.121 1.932
H -2.700 5.703 1.555
H -3.978 5.471 -1.644
H -2.770 4.908 -0.538
C -3.300 -5.619 4.129
C -2.136 -4.581 4.142
C -2.466 -3.324 3.305
O -1.847 -4.262 5.490
H -4.151 -5.189 4.634
H -2.973 -6.519 4.655
H -3.522 -5.696 3.043
H -1.189 -4.985 3.683
H -1.670 -2.511 3.393
H -3.435 -2.935 3.673
H -2.494 -3.458 2.204
H -1.102 -3.667 5.600
C -1.019 1.335 -1.279
C -2.058 1.425 -0.245
C -1.825 0.558 0.989
O -2.187 2.818 0.138
H -0.009 1.610 -0.945
H -1.425 1.956 -2.028
H -0.875 0.303 -1.642
H -3.048 1.192 -0.659
H -0.900 0.838 1.540
H -1.741 -0.510 0.787
H -2.730 0.673 1.610
H -2.731 2.818 0.926
C 3.097 0.545 -0.847
C 2.941 0.356 -2.327
C 3.583 -0.987 -2.707
O 1.588 0.443 -2.753
H 2.630 1.445 -0.536
H 4.195 0.588 -0.607
H 2.521 -0.267 -0.450
H 3.506 1.161 -2.794
H 3.252 -1.826 -2.100
H 4.686 -0.938 -2.658
H 3.272 -1.248 -3.744
H 1.352 1.396 -2.639
C -0.346 0.268 -7.273
C -0.455 0.769 -5.888
C -1.850 1.399 -5.647
O -0.239 -0.205 -4.919
H -1.254 -0.253 -7.666
H 0.409 -0.505 -7.304
H -0.158 1.093 -7.973
H 0.250 1.595 -5.731
H -1.863 2.110 -6.440
H -1.888 1.976 -4.666
H -2.743 0.771 -5.700
H 0.639 -0.190 -4.462
C 5.753 -2.703 4.929
C 6.903 -3.085 4.012
C 6.821 -4.388 3.296
O 6.937 -2.036 2.956
H 5.890 -1.746 5.424
H 5.521 -3.544 5.695
H 4.846 -2.617 4.262
H 7.860 -2.995 4.506
H 5.797 -4.496 2.907
H 6.977 -5.227 3.954
H 7.453 -4.460 2.432
H 7.398 -1.260 3.234
*
```

=====

3.
The following is a DFT calculation (ωB97M-V with the def2-TZVPD basis set) of the molecule C4H4N2O2 at a distorted geometry.

Its structure (SMILES) is [H]/N=c1\cc[nH]oc1=O. The calculation puts the strongest force on any atom at 2.0 eV/A. For the relative energy (zero: lowest compared OMol25 entry of this formula, charge and spin), the calculation gives 3.326 eV. Its total energy is -11285.2140 eV. Its lowest unoccupied orbital energy is 0.1908 eV.

Structure (ORCA input):
```
! wB97M-V def2-TZVPD RIJCOSX def2/J DEFGRID3
* xyz 0 1
H -2.360 1.696 0.292
N -2.194 0.719 0.030
C -1.004 0.339 -0.047
C 0.224 1.079 -0.083
C 1.387 0.378 0.021
N 1.485 -0.981 0.224
O 0.344 -1.787 -0.136
C -0.901 -1.207 -0.021
O -1.897 -1.879 0.060
H 0.298 2.153 -0.161
H 2.333 0.883 0.107
H 2.286 -1.393 -0.286
*
```

=====

Among the records above, which one has the highest lowest unoccupied orbital energy?
C29H81N7O10

=====

Which of these has the lowest strongest force on any atom?
C4H4N2O2